[1]
30
Properties=species:S:1:pos:R:3:forces:R:3:mulliken_spin:R:1 method="wB97M-V/def2-TZVPD" de_lowest_kj_mol=63.6 gap_ha="0.213 / 0.340" multiplicity=2 total_charge=0 total_energy_ev=-34684.0178
Cl -1.524180 1.087934 1.358028 1.35 -0.07 -0.01 0.000
Cl 0.534345 0.979394 1.340236 -1.35 0.04 0.01 0.002
C -2.249261 -3.578908 1.123262 0.08 0.10 -0.01 0.001
C -1.086725 -2.905582 0.399296 0.22 0.16 0.15 0.036
C -1.286134 -2.961556 -1.113783 0.05 0.09 0.08 -0.005
C 0.251631 -3.538973 0.827349 -0.19 0.17 -0.23 0.031
C 1.449313 -2.893547 0.239944 0.36 -0.26 0.09 0.610
C 2.853293 -3.405183 0.460813 -0.08 0.08 -0.14 0.083
C 3.844166 -2.529032 -0.327828 -0.21 -0.20 0.16 0.043
C 2.976801 -4.862272 -0.032046 -0.02 0.15 0.11 0.057
C 3.200757 -3.333555 1.962326 -0.05 -0.05 -0.12 0.060
H -2.316086 -4.632178 0.849063 0.00 -0.09 -0.04 0.000
H -2.127160 -3.524832 2.205688 0.00 0.01 0.03 0.000
H -3.197466 -3.107220 0.865512 -0.05 0.01 -0.01 0.000
H -1.060096 -1.843995 0.703289 0.00 -0.25 -0.08 -0.013
H -1.293487 -3.993469 -1.465491 0.00 -0.12 -0.01 0.000
H -2.236449 -2.507713 -1.395316 -0.06 0.02 0.00 0.002
H -0.496496 -2.434312 -1.650486 0.02 -0.02 0.02 0.002
H 0.327314 -3.508259 1.920891 -0.10 -0.05 0.15 0.038
H 0.235034 -4.601808 0.562961 -0.06 -0.16 0.02 0.018
H 1.331368 -1.947522 -0.253515 -0.03 0.37 -0.17 0.064
H 3.782176 -1.489422 -0.009598 -0.02 0.10 0.05 -0.008
H 4.868378 -2.867482 -0.176357 0.07 -0.05 0.03 0.002
H 3.630624 -2.568192 -1.395071 -0.04 -0.01 -0.08 -0.013
H 2.324977 -5.534281 0.525660 -0.04 0.00 0.05 -0.002
H 2.712304 -4.938533 -1.086316 -0.03 0.04 -0.07 -0.010
H 3.997955 -5.224819 0.082471 0.11 0.01 0.05 0.005
H 2.547409 -3.973085 2.555620 -0.05 -0.05 -0.01 -0.006
H 4.226680 -3.653201 2.140768 0.12 -0.06 -0.03 0.007
H 3.097503 -2.314727 2.335021 -0.01 0.08 0.00 -0.005


[2]
88
Properties=species:S:1:pos:R:3:forces:R:3:mulliken_charge:R:1 method="wB97M-V/def2-TZVPD" gap_ha=0.285 multiplicity=1 total_charge=+1 total_energy_ev=-70112.6196
C -1.115059 1.882424 4.019224 -0.66 0.56 -0.16 -1.267
C -1.049287 1.545571 2.479460 0.05 -0.62 0.31 -0.307
C 0.159545 0.585889 2.093690 -0.21 2.86 -0.47 -0.155
F 1.034068 1.378250 1.294498 -0.71 -1.22 0.65 -0.403
N -0.236210 -0.548692 1.245608 0.34 0.22 1.91 0.231
C -0.283971 -1.781932 1.714730 -1.15 -1.83 -1.42 0.128
N -0.724280 -2.804544 0.781576 2.24 2.11 1.90 -0.358
C 0.531601 -3.618324 0.522566 -0.57 -2.15 -1.23 0.588
C 0.043949 -4.828675 -0.414506 -0.36 0.36 -0.22 -1.257
C 1.149639 -4.220709 1.841788 -1.22 0.27 -1.62 -0.942
P 2.949959 -4.803622 1.560317 1.33 0.90 1.21 0.169
O 3.627980 -3.596968 0.569042 -0.91 -0.83 0.59 -0.511
I 2.994460 -6.938902 0.364258 -0.38 0.39 -0.31 -0.052
C 1.005247 -3.301625 3.122450 -0.04 -3.42 1.70 0.484
C 0.462452 -4.263436 4.288821 0.93 0.70 0.02 -1.056
C 0.292093 -3.448963 5.635209 -1.17 -0.30 0.07 -0.680
C -1.265504 -3.157890 5.855977 0.86 0.60 -1.22 -0.967
I -2.243583 -4.869833 6.756396 0.28 0.74 -0.24 0.056
N 2.374634 -2.888706 3.561390 -0.97 2.30 -0.41 -0.629
C 2.746188 -1.806997 3.083532 0.47 -1.84 -0.64 0.693
O 3.195657 -0.933066 2.473580 -0.08 0.71 0.56 -0.390
N 0.012410 -2.207770 3.003811 0.64 1.13 -2.55 0.212
H -1.718387 1.121930 4.592525 0.86 0.62 -0.55 0.302
H -0.116973 2.057824 4.499066 -0.80 -0.31 -0.53 0.341
H -1.685192 2.852340 4.122043 0.61 -1.05 -0.03 0.388
H -0.946603 2.492111 1.878353 -0.03 -1.10 0.51 0.158
H -2.000999 1.018932 2.192439 0.80 0.68 0.16 0.349
H 0.752882 0.337610 3.005194 -0.49 -0.46 -0.90 0.481
H -0.512413 -0.345358 0.278991 0.07 -0.06 0.58 0.050
H -0.990441 -2.339287 -0.099846 0.01 -0.49 0.37 -0.006
H 1.260083 -3.008606 -0.077818 -0.49 -0.35 0.87 0.470
H -1.073339 -4.768221 -0.579291 1.19 0.14 0.24 0.340
H 0.518469 -4.764021 -1.430177 -0.31 -0.24 1.05 0.234
H 0.230930 -5.828319 0.050825 0.04 0.95 -0.51 0.369
H 0.585135 -5.180600 2.045306 0.61 1.07 -0.14 0.739
H 4.556680 -3.447684 0.838946 -0.62 -0.27 -0.14 0.351
H 1.246189 -5.057855 4.446322 -0.89 0.67 -0.41 0.367
H -0.503883 -4.708215 3.913176 0.98 0.36 0.63 0.490
H 0.675767 -4.035366 6.517947 -0.25 0.72 -1.01 0.408
H 0.861002 -2.472425 5.589027 -0.51 -1.02 0.11 0.276
H -1.448313 -2.189197 6.385684 0.03 -1.19 0.04 0.446
H -1.722028 -3.043942 4.829056 0.26 -0.20 1.21 0.353
H 0.107642 -1.482407 3.708824 0.09 -0.16 -0.13 0.500
C -3.214484 -3.630283 -4.809992 0.19 0.23 -0.05 -1.086
C -3.656910 -3.341741 -3.386802 -0.16 -0.17 -0.20 -0.307
O -2.602348 -2.895963 -2.542569 0.25 -0.04 0.40 -0.370
C -1.967340 -1.684146 -2.916381 -0.29 0.03 -0.16 -0.280
C -2.899567 -0.484929 -2.934721 -0.06 0.06 -0.03 -1.077
H -2.363069 -4.314415 -4.818114 -0.09 -0.04 0.03 0.292
H -4.031059 -4.075327 -5.380460 0.03 0.01 0.06 0.411
H -2.904850 -2.718589 -5.326427 -0.08 -0.04 -0.05 0.272
H -4.033663 -4.265278 -2.942270 0.14 0.11 0.16 0.347
H -4.486743 -2.628253 -3.368718 0.04 0.04 -0.04 0.294
H -1.460194 -1.802165 -3.879044 0.02 0.07 0.01 0.338
H -1.182705 -1.509883 -2.170982 0.07 -0.14 0.03 0.200
H -3.650904 -0.569525 -3.721516 0.08 0.04 0.00 0.351
H -2.335347 0.434506 -3.110623 -0.02 -0.02 -0.03 0.291
H -3.432735 -0.394948 -1.984246 0.05 -0.02 -0.01 0.298
C 3.563922 3.483076 0.464812 0.21 0.08 -0.07 -1.206
C 2.565437 3.754067 -0.649141 0.07 0.01 0.11 0.266
O 2.422637 5.129595 -0.958916 -0.29 0.02 0.05 -0.442
C 3.587578 5.794618 -1.426323 0.10 0.05 -0.12 -0.328
C 4.135723 5.220099 -2.720443 0.00 -0.24 0.01 -0.973
H 3.330443 4.082037 1.348082 -0.07 -0.05 -0.04 0.332
H 3.549339 2.426243 0.739153 -0.02 0.03 -0.01 0.274
H 4.582443 3.735406 0.161624 -0.03 -0.08 0.01 0.379
H 1.580849 3.407280 -0.325669 -0.03 0.20 -0.08 -0.134
H 2.813853 3.182972 -1.550596 0.09 -0.03 0.01 0.312
H 4.355641 5.809879 -0.645840 0.04 -0.05 -0.03 0.321
H 3.297556 6.833058 -1.596385 -0.16 -0.09 0.11 0.341
H 4.519455 4.206945 -2.580787 0.07 0.05 -0.02 0.261
H 4.953778 5.837848 -3.095245 -0.05 -0.01 0.03 0.403
H 3.353616 5.170664 -3.481664 0.03 0.09 0.04 0.203
C -0.854586 5.478504 -4.118078 0.08 0.03 0.28 -0.959
C -1.750329 4.252552 -4.136049 0.03 0.20 -0.11 -0.349
O -1.214250 3.147884 -3.421434 0.02 -0.43 -0.13 -0.450
C -0.992640 3.326933 -2.036964 -0.05 0.20 0.06 0.225
C -2.260488 3.628739 -1.255683 -0.13 0.09 -0.08 -1.043
H 0.154599 5.223425 -4.448766 -0.08 -0.01 -0.06 0.218
H -1.255947 6.254023 -4.772627 0.00 -0.06 0.01 0.411
H -0.771294 5.899866 -3.113354 -0.02 0.05 -0.06 0.242
H -1.868203 3.919379 -5.169331 0.04 -0.19 0.14 0.335
H -2.754651 4.492118 -3.771051 0.02 0.05 0.05 0.311
H -0.233081 4.097780 -1.867725 -0.04 0.04 0.06 0.053
H -0.568491 2.387102 -1.670943 0.05 -0.05 -0.19 0.133
H -2.676649 4.601268 -1.524458 0.04 -0.01 0.09 0.331
H -2.054536 3.639086 -0.182618 0.00 0.03 -0.03 0.302
H -3.028000 2.877767 -1.460725 0.06 -0.01 0.03 0.266


[3]
88
Properties=species:S:1:pos:R:3:forces:R:3:mulliken_charge:R:1 method="wB97M-V/def2-TZVPD" de_lowest_kj_mol=858.3 gap_ha=0.313 multiplicity=1 total_charge=0 total_energy_ev=-61633.7920
C -5.068384 -1.530635 0.678436 -1.26 -0.38 1.42 -0.562
O -4.110464 -2.309295 1.429586 0.07 0.69 -1.23 -0.462
H -4.678094 -0.811085 -0.041304 0.32 -0.33 -0.06 0.195
H -5.836364 -2.172495 0.246786 0.50 -0.26 -0.43 0.256
H -5.637504 -1.000215 1.441876 -0.09 0.62 -0.12 0.263
H -3.390034 -1.675905 1.467126 0.62 -0.30 0.43 0.308
C -0.103954 -4.309875 3.510336 -1.79 1.48 -0.85 -0.417
O -1.435844 -4.831845 3.153236 1.71 -0.66 0.42 -0.525
H 0.635226 -4.399535 2.714306 -0.12 -0.98 -0.06 0.252
H -0.206164 -3.224675 3.510896 0.06 0.23 0.58 0.100
H 0.268626 -4.634945 4.481736 -0.26 -0.35 -0.19 0.257
H -2.098934 -4.143485 3.063506 0.35 0.32 0.05 0.330
C 3.573316 -0.886435 -5.308894 0.69 0.20 -1.11 -0.649
O 2.834186 -1.087215 -4.143854 -0.45 0.04 0.73 -0.441
H 3.083436 -0.216355 -6.015374 -0.56 -0.32 0.13 0.257
H 4.521116 -0.376185 -5.137364 0.30 -0.15 0.33 0.249
H 3.755946 -1.864955 -5.752994 0.17 0.17 -0.54 0.300
H 3.382026 -1.699815 -3.647684 -0.24 -0.01 0.49 0.281
C 3.072556 4.203665 1.351786 -0.85 -1.50 -0.68 -0.450
O 3.573406 5.386815 1.886256 0.00 0.37 0.15 -0.506
H 3.103666 4.175875 0.262596 0.63 0.00 -0.29 0.246
H 3.572076 3.334555 1.779866 0.23 -0.17 -0.19 0.132
H 2.012966 3.990985 1.493746 -0.15 0.81 0.80 0.263
H 4.514346 5.307145 1.713346 0.13 0.47 0.21 0.313
C -3.279554 4.113525 2.279816 0.41 2.62 0.24 0.728
O -2.898194 5.025115 1.572026 0.54 1.12 0.25 -0.698
N -3.420314 4.020365 3.595396 0.94 2.07 4.27 -0.350
N -3.757984 3.024485 1.844616 -2.05 -5.67 -3.97 -0.288
H -3.849634 3.207405 4.013586 0.10 0.46 0.06 0.147
H -3.199134 4.795695 4.203696 0.08 -0.26 -0.20 0.187
H -3.930194 2.920325 0.854866 0.27 -0.34 0.22 0.143
H -3.841044 2.252715 2.490806 -0.28 -0.19 -0.84 0.127
C -0.515694 -3.904795 -5.222494 -1.30 2.88 -1.74 0.673
O -1.351614 -4.610875 -5.657294 -3.33 -2.41 -1.94 -0.650
N 0.397656 -4.291255 -4.451084 4.97 -3.20 4.51 -0.339
N -0.419964 -2.589535 -5.448304 -0.26 3.30 -0.95 -0.387
H 0.355806 -5.267735 -4.196484 0.29 0.26 0.26 0.225
H 1.103876 -3.682015 -4.063554 -0.20 -0.41 -0.07 0.134
H 0.335656 -2.077575 -5.015814 -0.12 0.03 -0.26 0.123
H -0.787434 -2.177195 -6.293904 -0.13 -0.29 0.25 0.232
C 6.434496 0.775505 -1.398954 -0.53 2.71 -0.36 0.722
O 5.749846 0.708135 -0.441804 -3.24 0.43 3.67 -0.651
N 7.113286 -0.207175 -1.779474 3.88 -6.94 -1.85 -0.415
N 6.615176 1.830815 -2.160804 -0.36 3.44 -1.38 -0.419
H 7.725946 -0.248425 -2.581374 -0.28 0.00 0.29 0.163
H 6.906886 -1.053515 -1.268384 0.48 -0.04 -0.24 0.223
H 7.235936 1.808385 -2.957204 -0.43 0.32 0.24 0.162
H 5.998696 2.608885 -1.974624 0.44 0.06 -0.33 0.220
C -5.280974 -2.349265 -4.296384 -2.55 1.49 -0.02 0.671
O -6.389474 -1.875905 -4.088604 -0.38 -0.02 0.57 -0.684
N -4.148984 -1.798005 -4.027134 4.02 3.34 2.00 -0.265
N -5.062664 -3.451635 -4.922784 -1.22 -5.46 -3.09 -0.364
H -4.138394 -0.981975 -3.432084 0.19 0.00 -0.35 0.162
H -3.313204 -2.104115 -4.504494 -0.08 0.26 0.49 0.113
H -5.885364 -3.924405 -5.268854 0.21 0.03 0.02 0.197
H -4.183724 -3.864055 -5.201104 -0.03 0.34 0.38 0.159
C 0.268336 -0.247945 0.553466 -0.70 -0.37 1.06 0.737
O -0.734124 -0.323135 1.210036 -1.63 -0.32 2.38 -0.651
N 1.507266 -0.327445 0.951136 3.44 -0.02 2.30 -0.281
N 0.170826 -0.155955 -0.725214 -1.05 0.45 -5.83 -0.346
H 2.273986 -0.217575 0.302946 -0.15 -0.08 0.39 0.092
H 1.711036 -0.389685 1.938406 0.06 0.13 -0.21 0.155
H -0.734444 -0.413945 -1.091314 0.20 0.40 -0.18 0.166
H 0.932996 -0.001855 -1.369774 -0.21 -0.22 0.23 0.130
C -2.822064 3.219005 -3.119144 -2.27 -3.56 0.81 0.663
O -3.327854 2.284275 -2.568264 -2.55 -2.09 1.39 -0.655
N -1.581794 3.429405 -2.977624 5.14 2.02 0.64 -0.321
N -3.312954 3.966875 -4.052734 -2.46 3.15 -3.19 -0.354
H -1.410234 4.269155 -3.511944 2.59 -0.55 0.79 0.106
H -1.029504 2.664425 -2.617264 0.41 0.85 -0.09 0.231
H -2.632504 4.604465 -4.440754 -1.19 0.16 -0.60 0.111
H -4.281334 4.014045 -4.335754 0.33 -0.07 0.33 0.219
C 4.717146 0.123025 5.196946 0.05 -0.60 -1.34 0.657
O 3.794326 -0.521325 4.829836 -3.46 -2.01 -0.60 -0.635
N 5.419996 0.862475 4.417056 3.09 3.95 -5.08 -0.421
N 5.271576 0.102985 6.349606 0.90 -1.28 5.86 -0.424
H 5.230756 0.879685 3.425086 -0.32 -0.09 0.23 0.207
H 6.395746 1.042945 4.605326 -0.32 -0.01 0.13 0.202
H 4.870026 -0.598555 6.955166 0.42 0.47 0.54 0.225
H 5.961966 0.779525 6.642456 -0.39 -0.44 0.17 0.191
C -3.179904 0.116495 5.793006 -2.45 1.06 -3.72 0.699
O -4.126614 0.495575 5.064516 1.60 -0.17 0.58 -0.681
N -1.926964 -0.120305 5.456146 2.05 0.21 -2.15 -0.349
N -3.297334 -0.163565 7.032206 -1.90 -1.02 6.45 -0.387
H -1.709234 -0.041495 4.473046 0.54 -0.27 0.26 0.194
H -1.397594 -0.630455 6.148686 0.48 0.08 -1.10 0.173
H -2.497494 -0.395895 7.603496 -0.39 0.11 -0.12 0.130
H -4.180904 -0.161235 7.521486 0.12 0.19 -0.42 0.228


[4]
13
Properties=species:S:1:pos:R:3:forces:R:3:mulliken_charge:R:1 method="wB97M-V/def2-TZVPD" de_lowest_kj_mol=134.0 gap_ha=0.297 multiplicity=1 total_charge=+1 total_energy_ev=-6769.7811
C -1.340448 2.004684 0.319644 -0.21 0.21 0.46 -0.032
N -0.450602 1.458685 -0.395700 -0.17 -0.03 -0.23 -0.041
H -1.226232 3.038066 0.596183 -0.10 0.48 -0.39 0.269
H -2.216630 1.506669 0.722558 0.38 -0.56 0.02 0.281
H -0.345591 0.445736 -0.588026 -0.32 0.14 -0.47 0.258
H 0.215237 2.051166 -0.885482 0.36 -0.08 0.38 0.282
C 1.013472 -1.271890 1.007012 -1.46 -0.27 0.56 -0.819
C 0.610677 -1.745986 -0.159072 1.41 -0.21 -0.76 0.182
O 0.441336 -0.957164 -1.298054 -0.19 -0.11 0.57 -0.622
H 1.061431 -1.998178 1.808316 0.25 0.07 0.01 0.254
H 0.948403 -0.239723 1.322963 0.53 0.15 -0.27 0.299
H 0.620940 -2.808071 -0.375523 -0.26 0.01 0.13 0.332
H 0.668007 -1.483994 -2.074820 -0.22 0.19 -0.01 0.357


Which of these has the highest multiplicity? C9H19Cl2